Entry 1:
# C7H9Cl

2 unconnected molecules or ions with the total composition C7H9Cl (wB97M-V/def2-TZVPD, the Open Molecules 2025 dataset).

## Properties
HOMO energy = -8.59 eV
Largest force on an atom = 0.0896 hartree/bohr
Spin multiplicity = 1
Energy above the lowest of the compared OMol25 structures with the same formula, charge and spin = 149.3 kcal/mol
Lowest unoccupied orbital energy = -0.40 eV
Gap between HOMO and LUMO = 8.190 eV

Positions of all 17 atoms, in Å:
C 4.890 1.798 0.341
C 4.153 0.955 -0.029
C 0.293 -0.017 0.688
C 1.550 -0.724 0.385
C -1.065 -0.401 -0.016
C -1.466 -1.801 -0.499
C -2.033 0.549 -0.077
Cl 1.393 -2.025 -0.678
H 5.244 2.477 1.002
H 0.115 -0.194 1.822
H 0.585 1.063 0.626
H -1.560 -2.522 0.391
H -0.841 -2.297 -1.167
H -2.498 -1.719 -0.817
H -1.975 1.597 0.265
H -2.917 0.387 -0.662
H 3.745 0.200 -0.723



Entry 2:
# C30H45N2O4

A molecular structure, C30H45N2O4 (wB97M-V/def2-TZVPD, the Open Molecules 2025 dataset).

## Properties
HOMO energy = -11.13 eV
Net charge = +1
Largest force on an atom = 0.3523 hartree/bohr
Spin multiplicity = 1
Energy above the lowest of the compared OMol25 structures with the same formula, charge and spin = 505.5 kcal/mol
Lowest unoccupied orbital energy = -2.72 eV
Gap between HOMO and LUMO = 8.404 eV

Positions of all 81 atoms, in Å:
C 6.962 -3.805 5.661
H 7.641 -3.953 6.359
C 5.860 -4.966 5.415
C 5.007 -4.760 4.351
H 4.543 -5.679 4.150
H 5.603 -4.573 3.543
O 4.287 -3.581 4.933
C 3.274 -3.331 3.824
C 2.971 -3.906 2.624
C 1.993 -3.214 1.848
C 1.073 -2.234 2.337
C 1.521 -1.734 3.524
C 2.714 -2.085 4.224
H 2.664 -1.687 5.301
H 1.065 -0.778 3.814
C 0.235 -1.578 1.517
O -0.026 -2.127 0.409
C -0.439 -0.240 1.767
H 0.005 0.296 2.258
C -0.688 0.532 0.465
H 0.231 1.149 0.292
H -0.498 -0.229 -0.250
C -2.063 1.216 0.119
H -2.793 0.985 0.952
H -1.872 2.088 0.016
C -2.563 1.035 -1.407
H -3.026 1.901 -1.596
C -1.538 0.880 -2.421
O -0.914 -0.129 -2.563
C -0.838 2.262 -2.866
C -1.399 3.388 -2.610
C -0.664 4.501 -3.173
C 0.292 4.502 -3.995
C 0.947 3.230 -4.327
C 0.308 2.094 -3.768
H 0.396 1.071 -4.050
H 1.680 3.049 -5.157
O 0.901 5.655 -4.355
C 0.537 6.827 -4.330
C -0.742 7.141 -5.064
C -1.012 8.863 -4.954
H -0.273 9.345 -5.030
H -1.807 8.899 -5.555
H -1.133 8.923 -3.932
H -1.485 6.437 -4.935
H -0.377 7.155 -6.370
H 1.500 7.574 -4.679
H 0.461 7.212 -3.351
H -1.188 5.470 -2.913
H -2.169 3.499 -1.761
C -3.401 -0.318 -1.480
N -2.599 -1.506 -1.128
C -3.237 -2.733 -1.649
C -3.043 -2.882 -2.918
H -3.725 -2.172 -3.495
H -3.539 -3.924 -3.038
H -1.968 -2.924 -3.335
H -4.181 -2.840 -1.013
H -2.678 -3.552 -0.932
H -1.784 -1.072 -1.474
H -2.326 -1.442 -0.118
H -4.254 -0.128 -0.718
H -3.733 -0.402 -2.531
C -1.730 -0.686 2.600
N -2.517 -1.501 1.656
H -2.142 -2.434 1.716
C -3.919 -1.585 2.121
C -4.348 -2.173 3.543
H -3.649 -1.605 4.383
H -5.431 -2.085 3.972
H -3.891 -3.164 3.610
H -4.554 -2.187 1.395
H -4.380 -0.724 2.063
H -2.540 0.046 2.497
H -1.372 -0.996 3.324
H 1.696 -3.675 0.782
H 3.448 -4.783 2.312
H 6.482 -5.989 5.314
H 5.345 -5.091 6.198
H 7.600 -3.728 4.783
H 6.497 -2.954 5.890



Entry 3:
# C3H9NOS

2 unconnected molecules or ions with the total composition C3H9NOS (wB97M-V/def2-TZVPD, the Open Molecules 2025 dataset).

## Properties
HOMO energy (alpha / beta) = -14.37 / -14.37 eV
Net charge = +1
<S²> = 0.754
Largest force on an atom = 0.0531 hartree/bohr
Spin multiplicity = 2
Energy above the lowest of the compared OMol25 structures with the same formula, charge and spin = 28.1 kcal/mol
Lowest unoccupied orbital energy (alpha / beta) = -3.62 / -8.16 eV
Gap between HOMO and LUMO (alpha / beta) = 10.746 / 6.208 eV

Positions of all 15 atoms, in Å:
O -2.053 -0.757 -0.088
C -1.693 0.282 -0.569
C -0.322 0.421 -1.195
N 0.285 -0.862 -1.541
H -2.309 1.195 -0.491
H -0.382 1.084 -2.062
H 0.253 1.012 -0.479
H 0.384 -1.001 -2.536
H 1.279 -0.359 -0.325
H -0.257 -1.581 -1.064
C 0.806 0.061 2.188
S 2.133 0.361 0.841
H -0.087 0.637 1.960
H 0.690 -1.012 2.307
H 1.273 0.520 3.055



Entry 4:
# C5H8N2

A molecular structure, C5H8N2 (wB97M-V/def2-TZVPD, the Open Molecules 2025 dataset).

## Properties
HOMO energy = -9.12 eV
Largest force on an atom = 0.1626 hartree/bohr
Spin multiplicity = 1
Energy above the lowest of the compared OMol25 structures with the same formula, charge and spin = 115.1 kcal/mol
Lowest unoccupied orbital energy = 0.81 eV
Gap between HOMO and LUMO = 9.939 eV

Positions of all 15 atoms, in Å:
C -0.258 0.898 -1.153
C 1.011 0.118 -0.629
C 0.937 0.673 0.625
C -0.551 0.902 0.405
C -0.517 -1.208 0.512
H 0.131 1.912 -1.172
H -0.910 0.104 -1.797
H 1.977 -0.138 -1.225
H 1.015 0.163 1.665
H 1.501 1.751 0.435
H -1.019 1.863 0.726
H -1.099 -2.121 0.613
H 1.039 -1.846 -0.003
N -1.231 -0.183 0.865
N 0.322 -1.243 -0.550



Entry 5:
# C5H14

2 unconnected molecules or ions with the total composition C5H14 (wB97M-V/def2-TZVPD, the Open Molecules 2025 dataset).

## Properties
HOMO energy = -11.32 eV
Largest force on an atom = 0.0354 hartree/bohr
Spin multiplicity = 1
Energy above the lowest of the compared OMol25 structures with the same formula, charge and spin = 6.1 kcal/mol
SMILES string = CCC.CC
Lowest unoccupied orbital energy = 1.12 eV
Gap between HOMO and LUMO = 12.441 eV

Positions of all 19 atoms, in Å:
C 1.434 0.091 -1.421
C 1.833 -0.308 -2.862
H 1.488 -0.761 -0.743
H 2.289 0.695 -1.106
H 0.511 0.653 -1.412
H 2.843 -0.719 -2.850
H 1.805 0.572 -3.500
H 1.200 -1.074 -3.288
C -0.637 0.217 1.634
C -1.347 -0.758 2.577
C -1.527 0.760 0.525
H -0.221 1.058 2.188
H 0.232 -0.229 1.160
H -1.708 -0.262 3.474
H -1.039 1.565 -0.034
H -1.775 -0.013 -0.200
H -0.702 -1.582 2.866
H -2.250 -1.141 2.090
H -2.430 1.237 0.903



Entry 6:
# C4H8O2

C4H8O2 in the gas phase (wB97M-V/def2-TZVPD, the Open Molecules 2025 dataset).

## Properties
HOMO energy = -9.73 eV
Largest force on an atom = 0.0951 hartree/bohr
Spin multiplicity = 1
Energy above the lowest of the compared OMol25 structures with the same formula, charge and spin = 66.6 kcal/mol
SMILES string = COCCC=O
Lowest unoccupied orbital energy = 0.84 eV
Gap between HOMO and LUMO = 10.571 eV

Positions of all 14 atoms, in Å:
O -2.152 -0.740 -0.867
C -1.097 -0.892 -0.172
C 0.263 -0.955 -0.769
C 1.280 -0.118 -0.002
O 0.922 1.246 0.017
C -0.286 1.444 0.661
H -1.303 0.972 -0.031
H -1.178 -1.259 0.869
H 0.182 -0.637 -1.803
H 0.588 -1.987 -0.745
H 2.256 -0.178 -0.473
H 1.371 -0.493 1.024
H -0.302 1.139 1.712
H -0.542 2.460 0.577



Q: energy above the lowest of the compared OMol25 structures with the same formula, charge and spin of number 3 (C3H9NOS)?
A: 28.1 kcal/mol



Q: The highest largest force on an atom belongs to which entry?
A: C30H45N2O4



Q: Which formula does entry 6 have?
A: C4H8O2



Q: largest force on an atom of number 6 (C4H8O2)?
A: 0.0951 hartree/bohr